# 1
ORCA calculation (ωB97M-V with the def2-TZVPD basis set) on C26H17N5O5Pd as an isolated structure.

For the HOMO energy, the calculation gives -7.43 eV. The maximum force comes out at 0.3 eV/Å. The value obtained for the frontier orbital gap is 5.488 eV. For the LUMO energy, the calculation gives -1.94 eV.

```
! RIJCOSX wB97M-V def2-TZVPD def2/J DEFGRID3
* xyz 0 1
Pd 0.48 0.47 0.57
O 2.03 -4.63 -1.27
C 2.81 -3.75 -1.91
C 3.56 -4.23 -2.99
C 4.39 -3.39 -3.70
C 4.49 -2.05 -3.36
C 3.75 -1.56 -2.29
C 2.90 -2.39 -1.56
C 2.11 -1.80 -0.46
O 2.17 -0.53 -0.29
N 1.38 -2.62 0.28
N 0.71 -1.90 1.23
C 0.50 -2.40 2.37
C 0.05 -1.54 3.46
C -0.56 -2.11 4.58
C -0.87 -1.38 5.70
C -0.53 -0.03 5.73
C 0.08 0.56 4.64
C 0.37 -0.16 3.46
O 0.98 0.50 2.49
H 1.58 -4.14 -0.52
H 3.47 -5.28 -3.24
H 4.96 -3.79 -4.53
H 5.16 -1.39 -3.90
H 3.82 -0.53 -1.99
H 0.76 -3.44 2.59
H -0.77 -3.18 4.55
H -1.35 -1.85 6.55
H -0.73 0.56 6.62
H 0.40 1.59 4.69
O -4.93 4.45 -2.79
N -4.42 4.37 -1.70
O -4.75 5.03 -0.74
C -3.31 3.40 -1.54
C -2.87 2.83 -2.68
C -1.78 1.91 -2.67
C -1.28 1.29 -3.83
C -0.23 0.42 -3.71
C 0.32 0.17 -2.44
N -0.15 0.74 -1.35
C -1.18 1.60 -1.46
C -1.65 2.21 -0.25
N -1.00 1.84 0.88
C -1.37 2.33 2.04
C -2.45 3.21 2.14
C -3.13 3.61 1.01
C -2.73 3.11 -0.25
H -3.34 3.09 -3.62
H -1.72 1.50 -4.80
H 0.20 -0.09 -4.57
H 1.16 -0.50 -2.32
H -0.82 2.01 2.91
H -2.74 3.58 3.11
H -3.96 4.29 1.09
*
```

# 2
ORCA calculation (ωB97M-V with the def2-TZVPD basis set) on a 2-piece molecular cluster, C4H12 overall at a distorted geometry.

For the HOMO energy, the calculation gives -11.22 eV. The maximum force comes out at 2.6 eV/Å. The SMILES is CC.CC. The value obtained for the frontier orbital gap is 12.291 eV. For the LUMO energy, the calculation gives 1.07 eV.

```
! RIJCOSX wB97M-V def2-TZVPD def2/J DEFGRID3
* xyz 0 1
C -2.01 -1.06 0.78
C -2.15 -1.89 -0.50
H -1.26 -0.30 0.60
H -2.94 -0.54 1.16
H -1.81 -1.70 1.64
H -2.39 -2.94 -0.27
H -1.14 -1.98 -1.02
H -2.79 -1.30 -1.29
C 2.65 1.39 -0.60
C 1.46 1.55 0.31
H 3.55 1.27 -0.10
H 2.71 0.45 -1.14
H 2.60 2.28 -1.23
H 0.52 1.32 -0.32
H 1.36 2.47 0.82
H 1.65 0.99 1.17
*
```

# 3
ORCA calculation (ωB97M-V with the def2-TZVPD basis set) on C45H38F5N2O2P2RuS as an isolated structure.

For the HOMO energy (alpha / beta), the calculation gives -6.81 / -7.04 eV. The maximum force comes out at 0.1 eV/Å. The value obtained for the frontier orbital gap (alpha / beta) is 7.407 / 7.624 eV. The expectation value of S² is 0.76. For the LUMO energy (alpha / beta), the calculation gives 0.60 / 0.58 eV.

```
! RIJCOSX wB97M-V def2-TZVPD def2/J DEFGRID3
* xyz 0 2
Ru 0.28 0.09 0.73
O 2.28 -0.72 2.53
C 3.38 0.01 2.16
C 4.22 0.65 3.06
C 5.32 1.34 2.58
C 5.59 1.39 1.22
C 4.73 0.76 0.33
C 3.60 0.08 0.78
P 2.25 -0.52 -0.34
C 2.73 0.12 -1.99
C 1.89 1.03 -2.62
C 2.19 1.52 -3.89
C 3.33 1.09 -4.54
C 4.17 0.16 -3.94
C 3.87 -0.33 -2.67
C 2.79 -2.26 -0.58
C 3.78 -2.86 0.18
C 4.23 -4.14 -0.14
C 3.69 -4.82 -1.22
C 2.68 -4.23 -1.97
C 2.23 -2.97 -1.65
C 1.83 -0.72 3.84
C 2.60 -1.36 4.80
C 2.19 -1.38 6.12
C 1.00 -0.74 6.48
C 0.23 -0.15 5.50
C 0.60 -0.15 4.16
P -0.53 0.57 2.90
C -0.57 2.29 3.53
C -1.63 2.87 4.22
C -1.54 4.17 4.68
C -0.39 4.91 4.48
C 0.69 4.33 3.82
C 0.59 3.04 3.35
C -2.17 -0.10 3.36
C -3.28 0.53 2.80
C -4.56 0.02 3.00
C -4.73 -1.14 3.74
C -3.62 -1.79 4.28
C -2.35 -1.27 4.09
H 4.01 0.62 4.12
H 5.98 1.85 3.28
H 6.46 1.92 0.85
H 4.91 0.85 -0.73
H 0.99 1.36 -2.10
H 1.52 2.23 -4.36
H 3.56 1.46 -5.53
H 5.05 -0.19 -4.45
H 4.51 -1.07 -2.22
H 4.22 -2.33 1.01
H 5.00 -4.60 0.47
H 4.04 -5.82 -1.46
H 2.24 -4.77 -2.81
H 1.45 -2.51 -2.25
H 3.52 -1.85 4.50
H 2.79 -1.87 6.87
H 0.68 -0.73 7.51
H -0.71 0.32 5.78
H -2.54 2.30 4.39
H -2.38 4.61 5.21
H -0.32 5.93 4.84
H 1.60 4.90 3.67
H 1.44 2.58 2.84
H -3.16 1.41 2.19
H -5.41 0.51 2.56
H -5.72 -1.55 3.89
H -3.75 -2.70 4.84
H -1.50 -1.80 4.49
C 2.30 2.92 0.27
O 0.90 3.01 0.08
C 0.10 1.95 0.26
C -1.29 2.50 0.03
H 2.66 3.94 0.40
H 2.77 2.47 -0.60
H 2.54 2.32 1.15
H -1.46 3.29 0.77
H -2.07 1.75 0.12
H -1.35 2.98 -0.95
F 1.08 -7.43 -0.74
C 0.75 -6.23 -0.23
C -0.22 -5.46 -0.84
F -0.83 -5.90 -1.95
C -0.51 -4.21 -0.33
F -1.44 -3.48 -0.98
C 0.11 -3.69 0.80
S -0.43 -2.20 1.56
C 1.09 -4.50 1.38
F 1.76 -4.08 2.46
C 1.40 -5.75 0.88
F 2.36 -6.48 1.46
N -2.76 -0.62 -0.29
N -1.44 -0.40 -0.82
H -2.61 -0.98 0.65
H -3.20 -1.38 -0.80
H -1.52 0.30 -1.55
H -1.07 -1.25 -1.23
*
```

# 4
ORCA calculation (ωB97M-V with the def2-TZVPD basis set) on a 12-piece molecular cluster, C5H34N2O11 overall at a distorted geometry.

For the HOMO energy (alpha / beta), the calculation gives -13.44 / -13.45 eV. The maximum force comes out at 3.7 eV/Å. The value obtained for the frontier orbital gap (alpha / beta) is 9.547 / 6.475 eV. The expectation value of S² is 0.76. For the LUMO energy (alpha / beta), the calculation gives -3.90 / -6.97 eV.

```
! RIJCOSX wB97M-V def2-TZVPD def2/J DEFGRID3
* xyz 1 2
C -0.66 -0.60 -0.35
C 0.81 -0.90 -0.43
C 1.27 -0.83 -1.88
C 1.14 0.31 -2.64
N 1.01 0.40 -3.98
C 1.95 -2.03 -2.47
N -1.07 -0.31 1.05
H -1.01 0.28 -0.90
H -1.29 -1.37 -0.79
H 1.32 -0.07 0.08
H 1.03 -1.86 0.01
H 0.96 1.34 -2.23
H 0.71 1.25 -4.45
H 1.75 -0.04 -4.52
H 2.99 -2.10 -2.05
H 2.28 -1.99 -3.50
H 1.33 -2.92 -2.24
H -1.18 -1.11 1.65
H -0.37 0.31 1.46
H -0.84 -3.61 -0.14
H -0.62 -3.07 -1.46
O -0.36 -3.85 -0.95
H 0.13 -3.14 3.44
H -1.28 -2.52 3.92
O -0.51 -2.43 3.34
H 2.32 2.75 -0.63
H 3.69 2.01 -0.41
O 3.12 2.40 -1.07
H 1.49 2.41 1.85
H 0.49 3.14 2.67
O 0.97 2.30 2.66
H -2.54 1.35 0.06
H -2.76 2.48 -0.84
O -2.98 2.21 0.08
H -2.01 3.70 1.63
H -1.08 2.97 2.55
O -1.33 3.87 2.31
H -1.60 0.98 -2.56
H -3.01 0.58 -2.12
O -2.47 1.36 -2.45
H -3.17 -0.41 0.00
H -4.54 -0.02 -0.61
O -3.66 -0.38 -0.83
H 1.21 -3.23 1.91
H 2.26 -2.91 3.09
O 1.84 -3.59 2.53
H 1.41 0.01 3.06
H 1.63 -0.93 4.29
O 1.69 -0.88 3.34
H -0.01 2.52 -0.85
H -0.65 3.11 0.43
O 0.17 3.05 -0.08
*
```

# 5
ORCA calculation (ωB97M-V with the def2-TZVPD basis set) on a 7-piece molecular cluster, C23H58N2O7 overall at a distorted geometry.

For the HOMO energy, the calculation gives -7.46 eV. The maximum force comes out at 2.8 eV/Å. The SMILES is CC1(C)CCCC(C)(C)N1O.CC1(C)CCCC(C)(C)N1O.CO.CO.CO.CO.CO. The value obtained for the frontier orbital gap is 7.921 eV. For the LUMO energy, the calculation gives 0.46 eV.

```
! RIJCOSX wB97M-V def2-TZVPD def2/J DEFGRID3
* xyz 0 1
C 3.99 0.74 -0.68
C 3.34 1.23 -1.99
C 2.02 1.95 -1.61
C 1.52 2.82 -2.74
C 2.59 3.82 -3.17
C 3.86 3.12 -3.65
N 4.27 2.19 -2.62
O 5.44 1.48 -3.02
C 3.62 2.47 -5.00
C 4.93 4.20 -3.77
C 3.01 0.02 -2.87
H 3.80 1.46 0.12
H 5.07 0.61 -0.81
H 3.59 -0.25 -0.47
H 1.27 1.15 -1.53
H 2.11 2.45 -0.65
H 0.59 3.36 -2.53
H 1.17 2.19 -3.57
H 2.76 4.40 -2.26
H 2.25 4.48 -3.97
H 2.63 2.05 -5.16
H 3.65 3.19 -5.83
H 4.41 1.77 -5.26
H 4.88 4.68 -4.75
H 4.80 4.97 -3.01
H 5.94 3.78 -3.72
H 2.39 0.32 -3.72
H 2.43 -0.75 -2.36
H 3.95 -0.37 -3.26
H 6.14 1.92 -2.52
C -4.73 -1.20 -1.52
C -3.81 -0.31 -0.64
C -4.22 1.14 -0.74
C -5.54 1.36 -0.01
C -5.32 1.14 1.49
C -4.73 -0.23 1.83
N -3.85 -0.67 0.76
O -3.26 -1.93 1.01
C -3.87 -0.05 3.08
C -5.83 -1.26 2.11
C -2.37 -0.48 -1.15
H -4.30 -1.44 -2.49
H -5.68 -0.72 -1.75
H -4.87 -2.16 -1.03
H -3.47 1.76 -0.23
H -4.32 1.46 -1.78
H -6.35 0.68 -0.29
H -5.92 2.36 -0.22
H -6.28 1.29 1.99
H -4.61 1.91 1.82
H -3.56 -1.02 3.49
H -2.94 0.49 2.90
H -4.44 0.47 3.86
H -6.51 -0.89 2.88
H -6.41 -1.47 1.20
H -5.40 -2.20 2.44
H -2.18 0.25 -1.94
H -2.17 -1.46 -1.59
H -1.60 -0.25 -0.41
H -2.42 -1.69 1.40
C 0.90 -1.13 1.07
O -0.22 -1.59 1.77
H 0.97 -1.36 0.01
H 1.11 -0.07 1.24
H 1.78 -1.58 1.55
H -0.09 -1.91 2.67
C 2.37 -2.97 4.06
O 0.99 -3.28 3.87
H 2.55 -2.71 5.10
H 3.03 -3.74 3.66
H 2.66 -2.07 3.50
H 0.96 -3.79 3.05
C 1.89 -3.67 -2.08
O 3.21 -4.20 -2.24
H 1.12 -4.43 -1.98
H 1.89 -3.04 -1.19
H 1.70 -3.03 -2.95
H 3.20 -4.76 -3.03
C -1.86 -4.27 6.03
O -1.42 -3.13 5.31
H -1.23 -5.13 5.82
H -1.86 -4.05 7.10
H -2.90 -4.51 5.79
H -0.56 -3.33 4.94
C 1.18 2.38 2.53
O 2.05 1.40 3.13
H 0.31 2.42 3.20
H 1.68 3.34 2.50
H 0.71 2.08 1.59
H 2.44 1.82 3.91
*
```

# 6
ORCA calculation (ωB97M-V with the def2-TZVPD basis set) on one molecule with the formula C7H12N2 at a distorted geometry.

For the HOMO energy (alpha / beta), the calculation gives -6.85 / -6.86 eV. The maximum force comes out at 2.5 eV/Å. The value obtained for the frontier orbital gap (alpha / beta) is 6.375 / 6.392 eV. For the LUMO energy (alpha / beta), the calculation gives -0.47 / -0.47 eV.

```
! RIJCOSX wB97M-V def2-TZVPD def2/J DEFGRID3
* xyz 0 1
C 0.62 0.49 1.46
C 1.28 0.48 -1.25
C -2.40 -0.21 0.27
C -0.08 0.72 -0.16
C 1.76 -0.23 1.12
C -1.05 -0.44 -0.34
C -0.76 -1.59 -0.96
N -0.54 1.93 -0.40
N 2.74 -0.91 1.17
H -0.70 2.49 0.44
H 3.37 -1.08 0.39
H 0.88 1.47 1.86
H -0.09 -0.03 2.12
H 0.75 0.59 -2.19
H 1.93 1.35 -1.12
H 1.86 -0.44 -1.32
H -3.03 -1.10 0.22
H -2.90 0.62 -0.24
H -2.32 0.09 1.33
H 0.18 -1.77 -1.46
H -1.47 -2.41 -0.96
*
```

# 7
ORCA calculation (ωB97M-V with the def2-TZVPD basis set) on a 2-piece molecular cluster, C10H16 overall at a distorted geometry.

For the HOMO energy, the calculation gives -8.97 eV. The maximum force comes out at 2.1 eV/Å. The SMILES is Cc1ccccc1.CCC. The value obtained for the frontier orbital gap is 9.955 eV. For the LUMO energy, the calculation gives 0.99 eV.

```
! RIJCOSX wB97M-V def2-TZVPD def2/J DEFGRID3
* xyz 0 1
C -1.85 -0.22 0.34
C -1.71 -0.81 1.78
C -2.90 -1.02 -0.46
H -2.26 0.77 0.57
H -0.90 -0.26 -0.15
H -2.67 -1.27 2.03
H -2.82 -0.70 -1.48
H -2.66 -2.08 -0.36
H -1.63 -0.08 2.59
H -0.79 -1.36 1.88
H -3.86 -0.89 0.04
C 0.94 1.95 1.11
C 2.45 -1.07 -0.56
C 1.82 -0.30 0.40
C 2.38 -0.70 -1.89
C 1.29 0.93 0.04
C 1.61 0.39 -2.29
C 1.09 1.22 -1.30
H 2.82 -2.05 -0.28
H 1.84 -0.54 1.43
H 2.89 -1.30 -2.64
H 1.52 0.66 -3.33
H 0.67 2.89 0.64
H 1.85 2.14 1.68
H 0.62 2.13 -1.64
H 0.25 1.58 1.85
*
```

# 8
ORCA calculation (ωB97M-V with the def2-TZVPD basis set) on C24H19Cl2N5O6Pd as an isolated structure.

For the HOMO energy (alpha / beta), the calculation gives -14.05 / -14.08 eV. The maximum force comes out at 0.2 eV/Å. The value obtained for the frontier orbital gap (alpha / beta) is 8.133 / 4.626 eV. The expectation value of S² is 6.07. For the LUMO energy (alpha / beta), the calculation gives -5.91 / -9.45 eV.

```
! RIJCOSX wB97M-V def2-TZVPD def2/J DEFGRID3
* xyz 2 5
Pd 0.25 1.01 -1.57
O -3.29 4.29 -4.99
C -3.53 3.00 -5.19
O -4.37 2.59 -5.93
C -2.67 2.01 -4.45
C -2.82 0.65 -4.62
N -1.92 0.04 -3.83
N -1.18 0.94 -3.16
C -1.63 2.14 -3.51
C -0.95 3.32 -2.90
O -1.25 4.45 -3.24
O -0.03 3.03 -2.03
H -2.55 4.44 -4.35
H -3.51 0.11 -5.25
H -1.76 -0.94 -3.72
N 3.20 -0.63 -1.77
C 3.33 0.39 -2.59
C 4.52 0.53 -3.38
C 4.68 1.64 -4.17
C 3.66 2.59 -4.16
C 2.49 2.37 -3.38
N 2.31 1.30 -2.64
H 3.94 -1.31 -1.70
H 2.40 -0.70 -1.13
H 5.28 -0.24 -3.32
H 5.57 1.78 -4.77
H 3.73 3.50 -4.75
H 1.69 3.10 -3.36
Cl 2.39 -3.04 4.97
C 1.54 -1.56 5.25
C 2.19 -0.47 5.79
C 1.49 0.71 6.00
C 0.14 0.80 5.69
C -0.51 -0.30 5.15
Cl -2.20 -0.20 4.81
C 0.19 -1.48 4.90
N -0.46 -2.65 4.43
C -1.25 -2.84 3.37
C -2.12 -3.97 3.45
C -3.05 -4.21 2.47
C -3.11 -3.34 1.38
C -2.21 -2.28 1.25
C -1.25 -2.00 2.20
C -0.18 -0.95 1.99
C -0.08 -0.40 0.58
O -1.05 0.21 0.08
O 1.03 -0.48 -0.05
H 3.24 -0.55 6.05
H 1.99 1.56 6.43
H -0.42 1.70 5.88
H -0.38 -3.44 5.06
H -2.07 -4.60 4.33
H -3.73 -5.04 2.56
H -3.85 -3.50 0.60
H -2.27 -1.65 0.37
H 0.79 -1.36 2.27
H -0.38 -0.08 2.62
*
```

# 9
ORCA calculation (ωB97M-V with the def2-TZVPD basis set) on one molecule with the formula C9H18O at a distorted geometry.

For the HOMO energy, the calculation gives -9.54 eV. The maximum force comes out at 2.2 eV/Å. The SMILES is C=C[C@@](C)(O)CC(C)(C)C. The value obtained for the frontier orbital gap is 10.316 eV. For the LUMO energy, the calculation gives 0.77 eV.

```
! RIJCOSX wB97M-V def2-TZVPD def2/J DEFGRID3
* xyz 0 1
C 1.24 -0.42 0.06
C -1.34 0.39 0.06
C 0.21 0.67 -0.23
C 0.97 -1.79 -0.57
C -2.00 1.78 0.09
C -1.61 -0.29 1.41
C -1.99 -0.42 -1.06
C 2.56 0.16 -0.60
C 3.60 0.59 0.09
O 1.49 -0.54 1.44
H 0.76 -1.04 1.84
H 0.28 0.94 -1.29
H 0.50 1.53 0.37
H 2.57 0.15 -1.68
H 1.86 -2.40 -0.47
H 0.15 -2.30 -0.07
H 0.73 -1.68 -1.63
H -1.64 -1.44 -1.09
H -1.62 2.37 0.91
H -1.81 2.31 -0.84
H -3.08 1.69 0.21
H -1.10 0.24 2.21
H -2.67 -0.27 1.62
H -1.30 -1.33 1.40
H -1.79 0.04 -2.03
H -3.07 -0.45 -0.92
H 3.59 0.58 1.17
H 4.50 0.94 -0.38
*
```

# 10
ORCA calculation (ωB97M-V with the def2-TZVPD basis set) on one molecule with the formula C2H4FN3 at a distorted geometry.

For the HOMO energy, the calculation gives -8.12 eV. The maximum force comes out at 3.3 eV/Å. The value obtained for the frontier orbital gap is 8.598 eV. For the LUMO energy, the calculation gives 0.48 eV.

```
! RIJCOSX wB97M-V def2-TZVPD def2/J DEFGRID3
* xyz 0 1
C 0.41 0.10 0.05
C -2.14 0.07 0.36
N -2.03 -1.11 0.01
N -0.89 -1.88 -0.01
N 0.19 -1.16 0.11
F -3.13 0.90 -0.17
H -0.40 0.76 0.07
H 1.44 0.48 -0.13
H -1.65 0.70 1.09
H 0.97 -1.79 0.12
*
```